[1]
C6H9NO | the ωB97M-V functional and the def2-TZVPD basis

Each line ends with the Mulliken charge.
Cartesian coordinates (Å):
C  1.14  -1.48  0.60  -1.3863
C  -0.12  -0.92  0.02  0.1908
C  -1.05  -0.36  1.11  -0.5951
N  -0.92  1.08  0.79  -0.5211
C  0.42  1.47  0.69  0.4978
O  1.17  2.35  1.02  -0.5436
C  -0.06  0.62  -0.40  0.5716
C  -0.23  1.13  -1.88  -1.2368
H  1.30  -1.27  1.68  0.3319
H  1.93  -1.22  -0.04  0.3583
H  1.09  -2.65  0.52  0.3188
H  -0.64  -1.55  -0.69  0.5163
H  -2.23  -0.46  1.08  0.2391
H  -0.71  -0.56  2.08  0.3402
H  -0.79  2.14  -1.83  0.3260
H  -1.03  0.47  -2.29  0.3196
H  0.75  1.21  -2.45  0.2724

Output
LUMO level: 0.79 eV
ΔE to the lowest compared entry with this formula, charge and spin: 3.567 eV
strongest force on any atom: 3.93 eV/Å
SMILES string: C[C@H]1CN2C(=O)[C@@]12C
charge: 0
electronic energy: -9902.037 eV

=====

[2]
C35H39ClN6O7Tl | the ωB97M-V functional and the def2-TZVPD basis

Each line ends with the Mulliken charge.
Cartesian coordinates (Å):
Tl  0.36  2.09  -1.88  1.0000
O  0.93  0.67  -6.43  -0.4421
C  0.77  0.73  -5.11  0.3560
O  1.40  1.46  -4.39  -0.5763
C  -0.27  -0.24  -4.62  -0.1880
C  -0.93  -1.11  -5.48  -0.3926
C  -1.90  -1.93  -4.95  -1.0130
C  -2.17  -1.87  -3.59  -1.0379
C  -1.44  -0.98  -2.81  0.7018
N  -0.51  -0.17  -3.32  0.8063
C  -1.68  -0.80  -1.33  0.1850
O  -2.30  -1.79  -0.68  -0.4778
O  -1.33  0.18  -0.73  -0.1585
H  1.61  1.32  -6.68  0.3855
H  -0.69  -1.12  -6.53  0.6263
H  -2.46  -2.61  -5.58  0.4659
H  -2.95  -2.48  -3.16  0.5215
H  -2.42  -2.57  -1.23  0.3074
C  -1.86  2.33  1.66  -0.8625
C  -2.54  3.27  0.74  0.8182
O  -2.74  2.84  -0.53  0.0059
C  -3.01  4.54  0.87  -1.6113
C  -3.51  4.91  -0.40  1.1577
C  -4.16  6.15  -0.87  -1.2238
N  -3.33  3.89  -1.21  0.7823
N  -3.80  3.76  -2.46  -0.9771
C  -3.06  3.02  -3.29  0.0053
O  -2.00  2.42  -3.03  -0.5541
C  -3.63  2.94  -4.68  0.1336
C  -4.84  3.53  -5.02  -0.2203
C  -5.32  3.42  -6.32  -0.7253
C  -4.58  2.73  -7.28  -0.3868
C  -3.37  2.15  -6.94  -0.6658
C  -2.90  2.26  -5.64  0.0370
H  -1.71  1.37  1.16  0.0110
H  -2.47  2.17  2.55  0.3617
H  -0.90  2.73  1.97  0.2988
H  -2.99  5.15  1.75  0.4733
H  -4.15  6.90  -0.09  0.3601
H  -5.19  5.93  -1.16  0.2906
H  -3.65  6.53  -1.76  0.3343
H  -5.41  4.05  -4.27  0.4635
H  -6.26  3.88  -6.59  0.3975
H  -4.96  2.66  -8.30  0.4010
H  -2.79  1.63  -7.69  0.4279
H  -1.95  1.82  -5.36  0.4504
C  0.02  -2.71  1.88  -1.7924
C  1.13  -3.42  2.68  2.2428
C  1.51  -4.71  1.93  -2.0127
C  0.51  -3.82  4.03  -2.0604
C  2.42  -2.56  2.92  2.3268
O  3.26  -3.36  3.74  -0.7233
C  2.13  -1.18  3.59  -0.9139
C  2.25  -1.13  5.12  -0.7282
C  3.67  -0.99  5.62  -0.1447
C  4.44  0.12  5.28  -0.2604
C  5.75  0.25  5.73  -0.9008
C  6.29  -0.74  6.54  0.3466
Cl  7.93  -0.58  7.10  -0.2067
C  5.55  -1.84  6.90  -0.8060
C  4.24  -1.96  6.44  0.1204
C  3.28  -2.34  1.64  -2.3388
N  2.66  -1.66  0.51  0.9407
C  2.29  -0.38  0.38  -0.1905
N  1.69  -0.20  -0.79  0.0188
C  1.75  -1.44  -1.35  -0.8562
N  2.32  -2.35  -0.59  -0.9156
H  -0.77  -3.43  1.70  0.6324
H  0.34  -2.33  0.92  0.0175
H  -0.42  -1.89  2.45  0.3790
H  0.65  -5.39  1.94  0.5051
H  2.34  -5.21  2.42  0.3758
H  1.77  -4.52  0.89  0.3734
H  -0.33  -4.49  3.85  0.5029
H  0.10  -2.95  4.55  0.2923
H  1.22  -4.32  4.67  0.3942
H  3.98  -2.82  4.10  0.4273
H  1.15  -0.83  3.28  0.1331
H  2.85  -0.45  3.20  0.4604
H  1.80  -2.02  5.57  0.2727
H  1.67  -0.27  5.47  0.3862
H  4.02  0.90  4.67  0.4355
H  6.34  1.12  5.47  0.4157
H  5.99  -2.60  7.53  0.4187
H  3.66  -2.84  6.72  0.3867
H  3.61  -3.31  1.26  0.3538
H  4.16  -1.78  1.94  0.5880
H  2.45  0.37  1.13  0.4571
H  1.37  -1.67  -2.33  0.5941

Output
LUMO level: -3.08 eV
ΔE to the lowest compared entry with this formula, charge and spin: 0.513 eV
strongest force on any atom: 0.26 eV/Å
charge: +1
electronic energy: -77412.138 eV

=====

[3]
C15H45ClO24P5 | the ωB97M-V functional and the def2-TZVPD basis

Each line ends with the Mulliken charge.
Cartesian coordinates (Å):
Cl  -1.68  -16.13  36.87  1.5793
O  -0.29  -16.37  36.93  -0.3809
O  -2.05  -15.47  38.12  -0.4771
O  -1.89  -15.25  35.71  -0.2934
O  -2.31  -17.43  36.74  -0.4617
C  3.73  -15.51  35.95  -0.6158
O  3.78  -14.06  36.17  -0.2251
P  3.69  -13.06  34.89  0.9215
O  4.72  -13.27  33.85  -0.7472
O  2.12  -13.29  34.40  -0.3439
C  1.07  -13.45  35.29  0.0208
O  3.66  -11.55  35.56  -0.1736
C  3.66  -10.43  34.68  -0.7903
H  2.84  -15.84  36.49  0.0949
H  4.64  -15.98  36.30  0.2976
H  3.57  -15.79  34.91  0.3671
H  0.56  -14.30  34.84  0.1043
H  0.43  -12.57  35.21  0.2490
H  1.31  -13.63  36.33  -0.0852
H  4.67  -10.04  34.56  0.2938
H  3.01  -9.61  34.96  0.2633
H  3.23  -10.62  33.70  0.3311
C  -1.71  -17.51  28.49  -0.6847
O  -1.10  -17.91  29.70  -0.3189
P  -1.55  -17.20  31.08  1.0048
O  -2.99  -17.31  31.47  -0.6732
O  -0.45  -17.75  32.18  -0.3323
C  -0.74  -17.79  33.56  -0.6433
O  -1.15  -15.72  30.92  -0.3268
C  -1.30  -14.76  31.94  -0.6250
H  -2.64  -17.00  28.72  0.3530
H  -2.06  -18.41  27.99  0.2742
H  -1.03  -16.87  27.93  0.2504
H  -0.11  -17.12  34.13  0.2056
H  -0.64  -18.82  33.92  0.3685
H  -1.74  -17.51  33.89  0.3052
H  -1.88  -13.93  31.54  0.3489
H  -0.38  -14.20  32.11  0.2372
H  -1.77  -15.15  32.84  0.2558
C  3.99  -12.38  42.03  -0.5708
O  2.68  -12.58  42.51  -0.3387
P  1.69  -13.85  42.06  0.6772
O  1.95  -15.09  42.78  -0.6961
O  0.21  -13.20  42.22  -0.3327
C  0.04  -11.78  42.14  -0.2707
O  1.99  -13.98  40.47  0.0602
C  1.51  -15.09  39.69  -0.4861
H  4.12  -11.59  41.29  0.1733
H  4.30  -13.29  41.52  0.2701
H  4.80  -12.20  42.73  0.3393
H  0.85  -11.10  41.92  0.2725
H  -0.45  -11.39  43.04  0.3453
H  -0.61  -11.57  41.29  -0.0844
H  2.28  -15.84  39.51  0.2710
H  1.17  -14.76  38.71  -0.0398
H  0.69  -15.52  40.26  0.4253
C  -4.70  -13.29  36.09  -0.2694
O  -5.96  -12.75  36.48  -0.3522
P  -6.11  -11.98  37.92  0.7346
O  -7.46  -11.39  38.14  -0.7010
O  -5.76  -13.08  39.03  -0.3741
C  -4.44  -13.47  39.50  0.0337
O  -4.87  -10.92  38.02  -0.0942
C  -4.69  -9.87  37.08  -0.7189
H  -4.31  -13.99  36.84  0.1152
H  -3.98  -12.51  35.89  0.1821
H  -4.91  -13.81  35.15  0.3313
H  -4.48  -14.56  39.45  0.2736
H  -4.30  -13.29  40.57  0.3598
H  -3.56  -13.20  38.91  -0.3563
H  -5.55  -9.71  36.44  0.3390
H  -3.85  -10.13  36.44  0.2594
H  -4.48  -8.94  37.63  0.2659
C  -0.63  -8.70  39.50  -0.5947
O  0.63  -9.24  39.04  -0.3490
P  0.76  -10.24  37.75  0.8448
O  0.35  -9.60  36.48  -0.7702
O  -0.03  -11.62  38.25  0.3392
C  -1.37  -11.78  37.91  -0.8147
O  2.31  -10.65  37.72  -0.3472
C  2.86  -11.39  38.76  -0.5922
H  -0.62  -7.63  39.70  0.3281
H  -1.01  -9.28  40.34  0.2096
H  -1.42  -8.90  38.77  0.2309
H  -1.49  -12.84  37.65  -0.0623
H  -1.64  -11.19  37.04  0.4538
H  -2.01  -11.64  38.78  0.4063
H  2.87  -12.45  38.49  0.1143
H  2.26  -11.18  39.65  0.1830
H  3.88  -11.04  38.89  0.4488

Output
LUMO level (alpha / beta): -0.06 / -6.74 eV
ΔE to the lowest compared entry with this formula, charge and spin: 0.000 eV
strongest force on any atom: 4.18 eV/Å
charge: 0
2S+1: 2
electronic energy: -124389.268 eV

=====

[4]
C37H69N11O7 | the ωB97M-V functional and the def2-TZVPD basis

Each line ends with the Mulliken charge.
Cartesian coordinates (Å):
C  -4.92  -19.39  -20.19  -0.9959
C  -4.39  -19.72  -18.94  -0.5443
C  -3.52  -18.71  -18.58  -0.1934
N  -3.53  -17.75  -19.54  0.7075
C  -4.39  -18.13  -20.52  -0.9441
H  -5.55  -19.96  -20.79  0.6003
H  -4.53  -20.66  -18.39  0.5987
H  -2.80  -18.60  -17.77  0.2576
H  -3.02  -16.89  -19.37  0.2091
H  -4.53  -17.53  -21.38  0.5460
C  -3.58  -20.21  -13.18  -0.9104
C  -4.31  -19.02  -13.17  -0.5993
C  -4.78  -18.84  -14.43  -0.0871
N  -4.26  -19.86  -15.26  0.1843
C  -3.55  -20.69  -14.48  -0.4043
H  -2.98  -20.63  -12.43  0.4561
H  -4.53  -18.37  -12.38  0.5261
H  -5.39  -18.02  -14.89  0.0198
H  -4.52  -19.86  -16.25  0.2393
H  -3.01  -21.60  -14.78  0.4046
C  1.87  -19.41  -21.68  -0.2721
C  2.73  -18.85  -22.64  -0.8192
C  2.99  -17.55  -22.25  -0.7543
N  2.27  -17.32  -21.10  0.5802
C  1.69  -18.45  -20.68  -0.3490
H  1.45  -20.43  -21.77  0.2758
H  3.05  -19.36  -23.52  0.4565
H  3.49  -16.71  -22.68  0.4525
H  2.39  -16.53  -20.51  -0.0353
H  1.08  -18.41  -19.78  0.3458
C  0.62  -18.38  -15.99  -1.0934
C  -0.25  -17.41  -16.55  1.2254
C  -1.39  -17.49  -15.82  -1.9671
N  -1.34  -18.52  -14.94  0.7462
C  -0.10  -19.03  -15.07  -1.3212
H  1.60  -18.69  -16.31  0.6984
H  -0.21  -16.64  -17.30  0.3382
H  -2.24  -16.84  -15.86  0.7770
H  -2.13  -18.70  -14.32  0.2086
H  0.12  -19.90  -14.46  0.5307
C  -7.23  -16.93  -19.38  -0.4180
N  -7.48  -16.59  -17.99  0.1958
C  -8.79  -16.09  -17.78  -1.0848
C  -6.68  -17.02  -16.96  0.6821
O  -6.95  -16.79  -15.76  -0.7204
H  -7.94  -17.68  -19.67  0.3865
H  -6.19  -17.19  -19.55  -0.2627
H  -7.40  -16.15  -20.15  0.3275
H  -8.96  -15.08  -18.16  0.2801
H  -9.54  -16.77  -18.22  0.3650
H  -8.93  -16.16  -16.69  0.3408
H  -5.69  -17.42  -17.28  -0.0805
C  -0.93  -13.20  -15.11  -0.5748
N  -0.08  -13.04  -13.96  0.0989
C  -0.63  -13.23  -12.59  -0.6102
C  1.27  -13.11  -14.17  -0.3106
O  1.89  -13.17  -15.23  -0.6835
H  -0.95  -14.25  -15.31  0.0169
H  -0.43  -12.60  -15.82  0.4570
H  -1.95  -12.93  -14.85  0.1179
H  0.18  -13.20  -11.87  0.4082
H  -1.43  -12.48  -12.44  0.2495
H  -1.12  -14.25  -12.62  0.0699
H  1.78  -13.08  -13.20  0.7177
C  4.28  -16.47  -18.37  -0.9775
N  3.50  -15.77  -17.34  0.2368
C  4.12  -15.63  -16.06  -1.1070
C  2.21  -15.42  -17.55  -0.1687
O  1.62  -15.60  -18.62  -0.2688
H  4.49  -15.83  -19.19  0.2827
H  3.79  -17.39  -18.75  0.2303
H  5.20  -16.87  -17.96  0.4824
H  5.20  -15.48  -16.13  0.4241
H  3.85  -14.77  -15.51  0.3514
H  4.00  -16.55  -15.47  0.3583
H  1.68  -15.03  -16.65  0.3252
C  -4.87  -12.70  -15.48  -0.8600
N  -4.21  -13.15  -14.29  0.2246
C  -3.99  -14.62  -14.20  -1.4331
C  -3.92  -12.34  -13.24  0.2401
O  -3.39  -12.71  -12.16  -0.6190
H  -5.08  -11.63  -15.45  0.3160
H  -5.79  -13.28  -15.63  0.3052
H  -4.34  -12.72  -16.41  0.2748
H  -4.93  -15.17  -14.12  0.6419
H  -3.48  -14.96  -15.08  0.4259
H  -3.47  -14.84  -13.29  0.2609
H  -4.07  -11.25  -13.55  0.2481
C  0.05  -21.07  -17.84  -0.4810
N  -0.25  -22.30  -18.54  0.2026
C  -0.79  -22.16  -19.84  -0.5025
C  -0.06  -23.45  -17.96  0.1698
O  -0.27  -24.58  -18.44  -0.6467
H  0.53  -21.14  -16.92  0.3407
H  -0.98  -20.62  -17.55  0.2414
H  0.48  -20.33  -18.52  -0.1251
H  -0.12  -21.72  -20.63  0.0041
H  -1.00  -23.19  -20.26  0.3353
H  -1.64  -21.51  -19.85  0.2359
H  0.39  -23.35  -16.99  0.3045
C  0.73  -14.01  -21.21  -0.7242
N  -0.51  -14.71  -20.85  0.1554
C  -0.81  -15.83  -21.75  -0.9841
C  -1.09  -14.59  -19.66  0.0638
O  -1.97  -15.27  -19.15  -0.7445
H  1.58  -14.69  -21.31  0.1291
H  1.00  -13.30  -20.40  0.2725
H  0.62  -13.46  -22.15  0.3505
H  -1.13  -16.71  -21.22  0.2505
H  -1.62  -15.58  -22.38  0.3136
H  0.08  -15.97  -22.34  0.3901
H  -0.54  -13.77  -19.11  0.1832
C  1.17  -17.61  -10.31  -0.8738
N  1.43  -16.35  -11.02  0.2025
C  1.72  -16.37  -12.51  -0.6576
C  1.50  -15.17  -10.36  0.0451
O  1.73  -14.04  -10.75  -0.5646
H  1.00  -17.41  -9.30  0.3249
H  2.11  -18.16  -10.38  0.3554
H  0.36  -18.22  -10.78  0.2261
H  0.84  -16.73  -13.01  0.1793
H  2.06  -15.36  -12.78  0.0662
H  2.52  -17.13  -12.69  0.3934
H  1.36  -15.44  -9.32  0.3109

Output
LUMO level: 0.45 eV
ΔE to the lowest compared entry with this formula, charge and spin: 4.200 eV
strongest force on any atom: 4.62 eV/Å
SMILES string: c1cc[nH]c1.c1cc[nH]c1.c1cc[nH]c1.c1cc[nH]c1.CN(C)C=O.CN(C)C=O.CN(C)C=O.CN(C)C=O.CN(C)C=O.CN(C)C=O.CN(C)C=O
charge: 0
electronic energy: -70209.469 eV

=====

[5]
C10H17N | the ωB97M-V functional and the def2-TZVPD basis

Each line ends with the Mulliken charge.
Cartesian coordinates (Å):
C  0.54  -0.50  -2.51  -0.1198
C  0.54  0.61  -3.39  -0.4520
C  -0.60  1.28  -3.70  -0.3658
N  -1.79  0.95  -3.28  -0.6393
C  -1.83  -0.07  -2.38  -0.5576
C  -0.72  -0.71  -1.82  -0.5068
H  1.27  -1.42  -2.32  0.2312
H  1.38  0.75  -4.04  0.3316
H  -0.59  1.96  -4.38  0.5610
H  -2.78  -0.27  -2.02  0.4635
H  -0.75  -1.51  -1.13  0.8987
C  0.41  1.55  3.73  -1.0315
C  0.26  1.39  2.15  -0.3466
C  0.33  -0.07  1.91  -1.1008
C  0.13  -0.56  0.50  -0.1893
C  0.43  -2.09  0.55  -1.3372
H  -0.33  0.92  4.28  0.2770
H  1.37  0.90  3.88  0.2335
H  0.41  2.54  4.25  0.3405
H  0.98  1.92  1.64  0.3681
H  -0.70  1.76  1.77  0.3006
H  1.21  -0.51  2.32  0.4899
H  -0.48  -0.61  2.44  0.3131
H  0.84  -0.10  -0.23  0.2703
H  -0.89  -0.50  0.03  0.4636
H  -0.49  -2.48  1.05  0.3639
H  0.44  -2.63  -0.37  0.4667
H  1.42  -2.48  1.09  0.2735

Output
LUMO level: 0.85 eV
ΔE to the lowest compared entry with this formula, charge and spin: 4.591 eV
strongest force on any atom: 5.90 eV/Å
SMILES string: c1ccncc1.CCCCC
charge: 0
electronic energy: -12132.429 eV

=====

[6]
C6H9N | the ωB97M-V functional and the def2-TZVPD basis

Each line ends with the Mulliken charge.
Cartesian coordinates (Å):
C  0.23  0.39  -1.57  -0.8349
C  -1.05  0.36  -1.19  0.7327
C  -1.60  -0.52  -0.10  -1.0853
C  -2.00  1.21  -1.87  0.1001
N  -2.78  1.89  -2.39  -0.4354
H  0.58  1.04  -2.37  0.2957
H  0.97  -0.24  -1.08  0.2594
H  -2.30  -1.25  -0.51  0.3403
H  -2.13  0.08  0.64  0.3112
H  -0.78  -1.06  0.40  0.3038
C  1.32  0.06  1.92  -0.5853
C  2.29  -0.69  1.42  -0.4404
H  0.67  -0.29  2.72  0.2681
H  1.13  1.07  1.56  0.2607
H  2.95  -0.33  0.63  0.2808
H  2.49  -1.70  1.79  0.2285

Output
LUMO level: 0.68 eV
ΔE to the lowest compared entry with this formula, charge and spin: 1.978 eV
strongest force on any atom: 1.11 eV/Å
SMILES string: C=C(C)C#N.C=C
charge: 0
electronic energy: -7856.182 eV